Here is C18H34IrN6O2S3 as an isolated structure at a distorted geometry from the OMol25 dataset. Energies are from the ωB97M-V functional and the def2-TZVPD basis.

Computed properties:
- Energy above the lowest of the compared OMol25 structures with the same formula, charge and spin: 1.8562 eV
- Energy: -2483.297507 Ha
- Lowest unoccupied orbital energy: -9.31 eV
- Multiplicity: 1
- Total charge: +3
- Highest occupied orbital energy: -16.900 eV
- Largest force on an atom: 4.5 eV/A

```
64
Properties=species:S:1:pos:R:3:forces:R:3
Ir -0.14585 0.34330 0.07656 4.35 1.07 -0.49
C 4.05581 -0.04349 -1.51257 0.01 -0.11 0.12
C 2.58970 0.01174 -1.24552 0.29 -0.08 0.02
N 2.04002 0.08351 -0.08832 -2.08 0.45 -0.04
N 2.76048 0.07497 1.06756 0.46 -0.22 0.16
C 2.15719 0.27637 2.25351 -0.24 0.04 -0.05
N 2.85003 0.07946 3.35848 0.13 0.08 -0.02
S 0.56330 0.83500 2.35415 -1.46 -0.47 -0.13
C 1.64198 -0.01721 -2.36919 0.10 0.07 -0.14
C 2.01945 -0.23958 -3.68028 0.08 0.05 -0.03
C 1.04826 -0.23969 -4.67619 -0.07 0.00 -0.03
C -0.27211 -0.01109 -4.33295 0.11 0.07 0.07
C -0.57508 0.21364 -2.99697 0.10 0.00 -0.25
N 0.36203 0.20335 -2.04910 -2.07 -0.45 0.38
H 4.66507 0.21931 -0.65170 0.03 0.04 -0.04
H 4.30570 0.64998 -2.31488 0.00 0.03 0.02
H 4.34817 -1.04280 -1.84426 -0.01 -0.01 0.01
H 3.75694 -0.09755 1.03493 -0.07 -0.11 -0.19
H 3.81276 -0.22533 3.36878 0.02 0.07 -0.01
H 2.41106 0.24433 4.25329 0.00 -0.01 -0.01
H 3.05515 -0.40907 -3.93731 0.01 0.01 0.02
H 1.32722 -0.40716 -5.70780 0.02 -0.03 0.00
H -1.05668 0.00198 -5.07587 -0.01 0.01 0.00
H -1.58942 0.41512 -2.68074 0.01 -0.04 0.04
C 1.62459 5.74042 -1.08557 0.13 0.10 -0.06
N 0.43220 5.44791 -0.31396 -0.04 -0.12 0.02
C -0.33550 6.53237 0.31657 -0.02 0.18 0.02
C -1.44484 5.79232 1.08156 -0.04 0.08 0.05
N -1.12980 4.38846 0.78665 -0.08 0.09 0.10
C -0.06725 4.26592 -0.00458 -0.24 -0.06 0.32
S 0.59549 2.79961 -0.61325 -0.30 -1.46 0.23
H 1.38818 6.44673 -1.88069 -0.06 -0.06 -0.02
H 2.02357 4.82878 -1.51950 -0.02 0.01 -0.02
H 2.38054 6.19524 -0.44389 -0.02 -0.04 0.04
H -0.72787 7.20389 -0.44672 0.01 -0.05 -0.03
H 0.31518 7.11304 0.97081 0.02 -0.05 0.01
H -2.43930 6.04504 0.71831 0.02 -0.01 -0.04
H -1.41150 5.98344 2.15237 0.04 -0.04 0.00
H -1.63920 3.61737 1.17454 0.13 -0.05 -0.06
C -2.38083 -4.69864 -1.31104 -0.04 0.01 -0.05
C -1.60862 -4.09709 -0.14629 0.11 0.00 -0.22
S -0.29630 -2.99536 -0.77545 -0.02 -0.15 -0.34
O -0.27651 -1.80964 0.21152 -0.13 1.00 1.06
C 1.19142 -3.94349 -0.34249 -0.16 0.14 0.20
C 1.37108 -4.13486 1.15469 -0.03 0.03 0.01
H -3.15752 -5.35614 -0.92301 0.03 -0.02 0.02
H -1.73699 -5.29573 -1.95639 -0.01 -0.01 -0.01
H -2.86478 -3.93139 -1.91409 0.02 0.01 -0.01
H -1.13614 -4.86636 0.45961 -0.04 0.05 0.10
H -2.23261 -3.47106 0.48988 0.07 0.06 0.02
H 2.01763 -3.37552 -0.77329 -0.02 -0.03 -0.11
H 1.10223 -4.88796 -0.88382 -0.01 0.03 -0.08
H 1.29620 -3.18003 1.67466 0.03 -0.02 0.03
H 2.35138 -4.56648 1.35143 0.01 0.00 -0.04
H 0.63207 -4.81269 1.57576 0.01 0.00 0.02
C -4.56985 1.30097 0.46413 0.15 -0.17 -0.06
C -3.09701 1.59990 0.61783 -0.27 0.36 -0.06
O -2.30177 0.40036 0.39401 0.75 0.06 -0.55
H -5.15395 2.16319 0.78252 0.00 0.01 0.01
H -4.86185 0.45302 1.08738 -0.06 0.05 0.06
H -4.81906 1.07762 -0.57155 -0.02 -0.02 0.00
H -2.88059 1.98792 1.61749 0.08 -0.12 0.03
H -2.76306 2.31332 -0.13459 0.07 -0.08 -0.01
H -2.66317 -0.31089 0.94074 0.25 -0.13 0.01
```
Positions in Å, forces in eV/Å.

Partial atomic charges computed with the Löwdin method, in multiples of e: number 1, Ir, carries 1.03; number 2, C, carries 0.04; number 3, C, carries -0.23; number 4, N, carries -0.06; number 5, N, carries 0.04; number 6, C, carries -0.76; number 7, N, carries 0.17; number 8, S, carries 0.72; number 9, C, carries -0.24; number 10, C, carries 0.04; number 11, C, carries 0.02; number 12, C, carries 0.02; number 13, C, carries -0.08; number 14, N, carries -0.09; number 15, H, carries 0.09; number 16, H, carries 0.12; number 17, H, carries 0.12; number 18, H, carries 0.16; number 19, H, carries 0.15; number 20, H, carries 0.13; number 21, H, carries 0.13; number 22, H, carries 0.14; number 23, H, carries 0.14; number 24, H, carries 0.13; number 25, C, carries -0.01; number 26, N, carries -0.14; number 27, C, carries -0.06; number 28, C, carries -0.08; number 29, N, carries 0.05; number 30, C, carries -0.71; number 31, S, carries 0.73; number 32, H, carries 0.11; number 33, H, carries 0.06; number 34, H, carries 0.11; number 35, H, carries 0.14; number 36, H, carries 0.14; number 37, H, carries 0.13; number 38, H, carries 0.13; number 39, H, carries 0.10; number 40, C, carries -0.12; number 41, C, carries -0.35; number 42, S, carries 1.01; number 43, O, carries -0.69; number 44, C, carries -0.36; number 45, C, carries -0.11; number 46, H, carries 0.10; number 47, H, carries 0.09; number 48, H, carries 0.08; number 49, H, carries 0.09; number 50, H, carries 0.10; number 51, H, carries 0.08; number 52, H, carries 0.11; number 53, H, carries 0.07; number 54, H, carries 0.10; number 55, H, carries 0.08; number 56, C, carries -0.04; number 57, C, carries -0.26; number 58, O, carries -0.24; number 59, H, carries 0.10; number 60, H, carries 0.10; number 61, H, carries 0.09; number 62, H, carries 0.12; number 63, H, carries 0.11; number 64, H, carries 0.12